(1)
The following is a DFT calculation (ωB97M-V/def2-TZVPD) of a cluster of 13 separate species, H26O13 in total at a distorted geometry.

Properties
HOMO-LUMO gap, eV: 8.58
Net charge: 0
Energy above the lowest of the compared OMol25 structures with the same formula, charge and spin, kcal per mole: 30.6
Max |F|, eV/Å: 1.4
Total energy, eV: -27040.620
HOMO energy, eV: -9.4573

CARTESIAN COORDINATES (ANGSTROEM)
O: 1.0060 -3.2959 1.5099
H: 0.1004 -2.9818 1.3689
H: 1.5270 -2.8749 0.7962
O: -2.2816 1.9756 0.6860
H: -2.7657 2.6312 1.2150
H: -2.8974 1.7039 -0.0157
O: 3.2364 1.4538 1.3207
H: 2.8345 1.7957 0.4919
H: 2.5757 0.8299 1.6946
O: 1.1420 0.1584 2.8395
H: 0.3620 -0.2264 2.3896
H: 1.7027 -0.6055 3.0459
O: -1.3198 -0.9957 2.0682
H: -1.7228 -1.2617 2.9066
H: -1.8748 -0.2614 1.7506
O: -1.7075 -3.2091 0.1690
H: -2.4341 -2.5438 0.2984
H: -1.6694 -3.3319 -0.7869
O: -3.4183 -1.0601 -0.2923
H: -3.7899 -1.1652 -1.1830
H: -4.1785 -0.8479 0.2712
O: 2.1124 2.7955 -0.9611
H: 2.6372 3.6050 -0.9731
H: 1.2203 3.0839 -0.6682
O: 2.1817 -0.7928 -2.8663
H: 1.2150 -0.7210 -2.9742
H: 2.5009 0.1202 -2.8982
O: -0.9563 -0.7300 -2.9224
H: -1.1206 0.1259 -3.3357
H: -0.5012 -0.5146 -2.0535
O: -0.4498 3.8781 -0.4277
H: -0.9873 3.3055 0.1639
H: -1.0711 4.5218 -0.7851
O: 0.0885 0.0051 -0.5175
H: 0.1188 0.9165 -0.1995
H: -0.4086 -0.4818 0.1601
O: 2.7990 -1.7177 -0.0895
H: 2.4899 -1.2987 -0.9188
H: 3.7044 -1.9886 -0.2775

Cartesian forces, eV/Å:
O 0.00 0.37 -0.17
H 0.13 -0.28 -0.17
H -0.07 -0.08 0.41
O -0.48 0.14 0.12
H 0.08 -0.35 -0.10
H 0.33 0.02 0.21
O -0.56 -0.13 -0.32
H 0.32 -0.33 0.65
H 0.39 0.61 -0.31
O -0.15 -0.33 -0.15
H 0.53 0.00 0.45
H -0.25 0.09 -0.12
O -0.66 0.50 -0.08
H 0.27 -0.04 -0.12
H 0.16 -0.19 0.15
O -0.90 0.67 0.11
H 1.10 -0.83 -0.33
H 0.07 -0.04 0.11
O -0.68 0.51 -0.01
H 0.26 -0.02 0.23
H 0.16 -0.18 -0.21
O -0.52 0.12 0.02
H -0.07 -0.13 0.06
H 0.62 0.13 -0.37
O -0.28 0.31 0.03
H 0.38 -0.15 -0.10
H -0.08 -0.17 0.06
O 0.61 0.21 0.72
H 0.05 -0.11 0.08
H -0.82 0.00 -0.81
O -0.52 -0.33 0.57
H 0.33 0.33 -0.57
H 0.19 -0.04 -0.05
O -0.26 0.02 0.38
H 0.14 -0.15 -0.08
H 0.27 -0.09 -0.18
O -0.12 0.11 -0.42
H 0.15 -0.19 0.27
H -0.11 0.03 0.05

---

(2)
The following is a DFT calculation (ωB97M-V/def2-TZVPD) of a structure of composition C3H7N3 at a distorted geometry.

Properties
HOMO-LUMO gap, eV: 8.85
Net charge: 0
Energy above the lowest of the compared OMol25 structures with the same formula, charge and spin, kcal per mole: 74.7
Max |F|, eV/Å: 1.0
Total energy, eV: -7691.441
HOMO energy, eV: -8.0747

CARTESIAN COORDINATES (ANGSTROEM)
N: -1.7378 -0.1626 0.1624
C: -0.6525 0.6002 -0.4603
C: 0.6250 0.3154 0.2883
N: 0.7967 -1.2333 0.4627
C: 1.8267 0.8907 -0.2037
N: 2.8256 1.3578 -0.5774
H: -1.9761 0.2535 1.0588
H: -2.5719 -0.1344 -0.4152
H: -0.8149 1.6874 -0.4793
H: -0.5867 0.2601 -1.5068
H: 0.8571 -0.5104 1.3619
H: -0.1339 -1.6426 0.3710
H: 1.5427 -1.6817 -0.0626

Cartesian forces, eV/Å:
N -0.20 0.15 0.06
C 0.10 0.10 -0.11
C -0.06 0.27 -0.27
N 0.00 -0.20 -0.05
C 0.73 0.35 -0.26
N -0.88 -0.42 0.33
H 0.01 -0.06 -0.07
H 0.10 -0.02 0.07
H 0.04 -0.17 0.01
H 0.04 0.02 0.09
H 0.03 -0.14 0.10
H 0.17 0.04 0.02
H -0.10 0.10 0.07

---

(3)
The following is a DFT calculation (ωB97M-V/def2-TZVPD) of a structure of composition C58H48CaClNP3 at a distorted geometry.

Properties
HOMO-LUMO gap, eV: 7.49
Net charge: +1
Energy above the lowest of the compared OMol25 structures with the same formula, charge and spin, kcal per mole: 24.4
Max |F|, eV/Å: 1.0
Total energy, eV: -121237.572
HOMO energy, eV: -9.7747

CARTESIAN COORDINATES (ANGSTROEM)
Ca: 0.4348 0.2024 -1.2275
Cl: -0.3373 -3.1783 -0.5750
C: -0.9818 -3.7423 -2.0995
C: -0.7435 -5.0534 -2.4616
C: -1.2151 -5.5066 -3.6855
C: -1.9089 -4.6502 -4.5251
C: -2.1458 -3.3377 -4.1409
C: -1.6943 -2.8618 -2.9113
P: -1.9277 -1.1308 -2.3810
C: -2.6823 -0.3286 -3.8315
C: -1.8250 0.2938 -4.7403
C: -2.3255 0.9023 -5.8826
C: -3.6937 0.9023 -6.1160
C: -4.5534 0.2901 -5.2128
C: -4.0527 -0.3237 -4.0731
C: -3.2779 -1.1718 -1.1652
C: -3.8581 -2.3319 -0.6741
C: -4.8834 -2.2494 0.2623
C: -5.3302 -1.0140 0.7048
C: -4.7542 0.1533 0.2135
C: -3.7289 0.0703 -0.7121
H: -0.1915 -5.7067 -1.7997
H: -1.0317 -6.5312 -3.9817
H: -2.2726 -5.0029 -5.4812
H: -2.6961 -2.6797 -4.7994
H: -0.7537 0.2915 -4.5659
H: -1.6515 1.3772 -6.5833
H: -4.0911 1.3817 -7.0015
H: -5.6200 0.2902 -5.3955
H: -4.7321 -0.7990 -3.3760
H: -3.5239 -3.3027 -1.0205
H: -5.3355 -3.1573 0.6412
H: -6.1278 -0.9531 1.4344
H: -5.1015 1.1191 0.5586
H: -3.2935 0.9786 -1.1182
C: -1.5252 1.0389 2.1320
N: -2.1944 2.3132 1.9389
C: -1.9661 3.0224 0.6963
P: -0.2859 2.8345 -0.0655
C: -0.4861 4.0160 -1.4403
C: 0.1119 5.2714 -1.4621
C: -0.0738 6.1083 -2.5558
C: -0.8544 5.7017 -3.6284
C: -1.4514 4.4478 -3.6168
C: -1.2593 3.6088 -2.5308
C: 0.8494 3.5882 1.1217
C: 0.4391 4.5387 2.0535
C: 1.3510 5.0580 2.9583
C: 2.6707 4.6209 2.9466
C: 3.0836 3.6703 2.0240
C: 2.1736 3.1483 1.1140
C: -3.3306 2.6510 2.7059
C: -3.9442 1.7366 3.5697
C: -5.0493 2.1002 4.3260
C: -5.5868 3.3753 4.2456
C: -4.9850 4.2909 3.3956
C: -3.8739 3.9416 2.6422
P: -0.1317 1.1975 3.3913
C: 1.0212 -0.1589 2.9571
C: 1.0678 -0.8652 1.7572
C: 2.1149 -1.7368 1.4650
C: 3.1182 -1.9437 2.3930
C: 3.0749 -1.2717 3.6091
C: 2.0477 -0.3850 3.8803
C: -0.9883 0.4956 4.8537
C: -1.2482 -0.8636 5.0325
C: -1.9677 -1.3008 6.1360
C: -2.4331 -0.3847 7.0727
C: -2.1699 0.9675 6.9090
C: -1.4448 1.4034 5.8079
H: -1.1565 0.6991 1.1648
H: -2.2108 0.2609 2.4615
H: -2.1085 4.0888 0.8276
H: -2.6719 2.7199 -0.0896
H: 0.7262 5.5962 -0.6326
H: 0.3972 7.0828 -2.5683
H: -0.9935 6.3586 -4.4774
H: -2.0591 4.1238 -4.4522
H: -1.7261 2.6253 -2.5338
H: -0.5901 4.8762 2.0864
H: 1.0296 5.7977 3.6806
H: 3.3766 5.0200 3.6644
H: 4.1111 3.3282 2.0111
H: 2.4957 2.3943 0.4028
H: -3.5603 0.7353 3.6927
H: -5.4868 1.3670 4.9939
H: -6.4484 3.6528 4.8384
H: -5.3720 5.2998 3.3196
H: -3.4310 4.6986 2.0113
H: 0.2581 -0.7594 1.0321
H: 2.1538 -2.2463 0.5129
H: 3.9339 -2.6177 2.1680
H: 3.8556 -1.4289 4.3428
H: 2.0401 0.1553 4.8211
H: -0.8858 -1.5848 4.3074
H: -2.1613 -2.3582 6.2688
H: -2.9901 -0.7288 7.9351
H: -2.5256 1.6836 7.6392
H: -1.2356 2.4603 5.6817
C: 2.6619 0.3405 -1.2901
C: 3.8358 0.4858 -0.9706
C: 5.1686 0.6660 -0.4645
C: 6.2295 0.9620 -1.3244
C: 7.5062 1.1480 -0.8186
C: 7.7398 1.0436 0.5474
C: 6.6895 0.7527 1.4082
C: 5.4107 0.5642 0.9078
H: 6.0398 1.0441 -2.3865
H: 8.3231 1.3758 -1.4911
H: 8.7377 1.1900 0.9400
H: 6.8691 0.6712 2.4729
H: 4.5861 0.3367 1.5730

Cartesian forces, eV/Å:
Ca -0.36 -0.04 0.25
Cl 0.01 0.11 0.07
C 0.04 0.08 -0.08
C 0.02 -0.07 0.00
C 0.01 -0.02 0.02
C -0.04 0.05 -0.01
C -0.07 -0.07 0.04
C 0.05 0.06 0.04
P -0.26 -0.09 -0.36
C 0.18 0.03 0.01
C -0.03 -0.01 0.00
C 0.00 -0.01 0.04
C -0.01 -0.01 0.01
C -0.01 0.00 0.03
C -0.08 0.01 -0.05
C 0.04 0.14 0.00
C -0.04 -0.10 0.03
C 0.02 -0.03 0.00
C 0.01 0.05 0.03
C 0.02 -0.02 0.05
C -0.02 -0.03 0.01
H 0.00 0.02 0.00
H 0.00 0.02 0.01
H 0.01 0.02 0.02
H 0.01 0.02 -0.01
H 0.02 0.01 -0.01
H 0.00 -0.01 0.01
H 0.00 -0.02 0.02
H 0.01 0.00 0.00
H 0.01 0.01 0.01
H -0.01 0.02 0.00
H 0.01 0.02 -0.01
H 0.02 -0.01 -0.02
H 0.01 0.00 0.01
H -0.01 0.01 0.01
C -0.04 0.01 0.11
N -0.07 0.00 0.00
C 0.04 -0.13 0.10
P -0.14 0.07 0.01
C -0.02 -0.08 -0.06
C -0.03 0.02 -0.03
C 0.01 -0.01 0.00
C 0.01 0.01 0.02
C 0.00 0.00 0.02
C 0.02 -0.02 0.02
C 0.09 -0.13 -0.05
C 0.02 0.13 0.00
C -0.02 -0.03 -0.01
C -0.02 -0.01 0.00
C -0.02 -0.01 0.00
C -0.01 0.04 0.04
C 0.09 0.04 -0.06
C 0.02 -0.04 0.03
C 0.00 0.01 0.00
C 0.01 0.00 -0.02
C 0.05 -0.02 0.00
C -0.07 -0.01 -0.04
P -0.11 0.07 0.05
C -0.01 -0.04 -0.11
C 0.10 0.07 -0.05
C -0.13 0.03 0.06
C 0.02 -0.03 0.01
C -0.02 0.00 0.03
C 0.01 0.02 -0.02
C 0.07 0.01 0.05
C -0.07 0.02 -0.02
C 0.03 0.01 -0.05
C 0.02 0.02 -0.01
C -0.01 -0.01 0.00
C 0.03 -0.02 0.01
H 0.09 -0.02 0.00
H -0.10 -0.06 -0.08
H 0.01 0.12 0.01
H -0.07 0.04 -0.06
H 0.01 -0.01 0.02
H -0.01 -0.02 0.00
H 0.00 0.00 0.02
H 0.01 -0.01 0.02
H -0.01 -0.01 -0.01
H 0.02 -0.02 0.01
H 0.01 -0.02 -0.01
H -0.01 0.00 -0.03
H -0.02 0.00 0.00
H 0.02 -0.01 0.00
H 0.02 -0.01 0.01
H 0.02 0.02 -0.04
H 0.02 -0.01 -0.02
H 0.01 -0.03 0.00
H -0.05 0.00 0.01
H -0.08 -0.09 0.23
H 0.00 -0.03 -0.05
H 0.00 0.01 0.00
H -0.01 0.00 -0.01
H 0.01 -0.01 -0.01
H 0.00 0.01 0.02
H 0.00 0.02 0.00
H 0.00 0.01 -0.02
H 0.01 -0.02 -0.02
H -0.01 -0.02 0.00
C 0.98 0.03 -0.24
C -0.27 -0.05 0.16
C -0.01 0.05 -0.16
C 0.01 -0.01 0.04
C -0.01 -0.01 0.04
C -0.01 0.01 -0.03
C 0.00 0.00 -0.03
C -0.02 0.02 0.05
H 0.01 0.00 0.01
H -0.01 0.00 0.00
H -0.01 0.00 -0.01
H -0.01 0.00 -0.01
H 0.01 0.01 -0.02

---

(4)
The following is a DFT calculation (ωB97M-V/def2-TZVPD) of the molecule C4H11N3O2 at a distorted geometry.

Properties
HOMO-LUMO gap, eV: 10.16
Net charge: 0
Energy above the lowest of the compared OMol25 structures with the same formula, charge and spin, kcal per mole: 47.6
Max |F|, eV/Å: 4.9
Total energy, eV: -12890.764
HOMO energy, eV: -9.4671

CARTESIAN COORDINATES (ANGSTROEM)
C: 0.7818 1.9589 -0.7920
N: 0.9847 0.6059 -0.3107
C: -0.2019 -0.3321 -0.3039
N: -1.2222 -0.0815 -1.2634
N: -0.8791 -0.3086 0.9977
C: 0.0564 -0.3045 2.1562
C: 0.2471 -1.8113 -0.5583
O: 1.1431 -2.0649 -1.2984
O: -0.4450 -2.6735 0.1763
H: 0.0311 2.4723 -0.1625
H: 1.7663 2.4185 -1.0052
H: 0.2728 2.0611 -1.7239
H: 1.5129 0.0507 -1.0268
H: -1.4408 0.9728 -1.4408
H: -0.9387 -0.4334 -2.0813
H: -1.4186 0.6233 0.9892
H: 0.7908 -1.1201 1.8884
H: 0.6023 0.6630 2.1357
H: -0.5516 -0.5270 2.9954
H: -1.0913 -2.1698 0.6281

Cartesian forces, eV/Å:
C -0.46 -0.01 0.11
N 0.20 -2.84 -1.72
C -0.25 1.39 1.56
N -2.09 3.83 2.16
N -0.87 2.18 0.14
C 0.95 0.00 -2.74
C -0.21 1.28 1.16
O 0.42 -0.58 -0.58
O 1.78 -1.67 -1.77
H 1.16 0.33 0.48
H -0.65 0.16 0.96
H -0.35 -0.45 -1.38
H 0.37 1.18 0.79
H 0.63 -2.58 0.70
H 1.04 -1.55 -4.16
H 0.77 -2.05 0.21
H -0.59 0.81 0.97
H -0.19 -0.73 0.73
H -0.01 -0.05 1.11
H -1.63 1.35 1.27